[1]
Formula: C7H8F3N2
Source: the OMol25 dataset
Level of theory: wB97M-V/def2-TZVPD

Values from the calculation:
**SMILES**: CC(C)=NC=C=[N+]=CC(F)(F)F
**E_HOMO (alpha / beta)**: -0.4962 / -0.4962 Ha
**Energy**: -18510.1599 eV
**Frontier orbital gap (alpha / beta)**: 7.89 / 7.89 eV
**Relative energy (zero: lowest compared OMol25 entry of this formula, charge and spin)**: 0.0 kcal per mole
**Lowest unoccupied orbital energy (alpha / beta)**: -5.62 / -5.62 eV

```
! RIJCOSX wB97M-V def2-TZVPD def2/J DEFGRID3
* xyz 1 1
C -0.89088 -0.71339 -1.43209
C -1.22074 -0.01058 -0.12104
C -1.69819 -0.86105 0.98302
N -1.51990 1.22937 -0.11984
C -0.99463 2.37411 -0.09015
C 0.44808 2.35897 -0.03145
N 1.25148 1.57738 0.46813
C 1.79957 0.47730 0.81414
C 2.28580 -0.69840 0.06625
F 2.03293 -0.59665 -1.30461
F 3.55943 -0.89303 0.18397
F 1.69864 -1.85840 0.36237
H -0.27900 -1.74013 -1.27555
H -0.27432 -0.06027 -1.99890
H -1.78201 -1.15928 -1.94088
H -0.95813 -1.04226 1.74899
H -1.83539 -1.87259 0.60175
H -2.54382 -0.46340 1.47450
H -1.50933 3.31041 -0.16893
H 2.43040 0.64189 1.78033
*
```

Want to see where the charge sits? The natural (NBO) charges in e are:
1. C -0.707
2. C 0.479
3. C -0.698
4. N -0.281
5. C 0.113
6. C 0.251
7. N -0.219
8. C -0.120
9. C 0.943
10. F -0.344
11. F -0.267
12. F -0.307
13. H 0.284
14. H 0.250
15. H 0.297
16. H 0.281
17. H 0.261
18. H 0.266
19. H 0.262
20. H 0.255

***

[2]
Formula: C7H8N2O2
Source: the OMol25 dataset
Level of theory: wB97M-V/def2-TZVPD

Values from the calculation:
**SMILES**: NC(=O)Nc1ccccc1O
**E_HOMO**: -0.3190 Ha
**Energy**: -14462.9155 eV
**Frontier orbital gap**: 9.24 eV
**Relative energy (zero: lowest compared OMol25 entry of this formula, charge and spin)**: 35.6 kcal per mole
**Lowest unoccupied orbital energy**: 0.56 eV

```
! RIJCOSX wB97M-V def2-TZVPD def2/J DEFGRID3
* xyz 0 1
N -0.03246 3.02245 0.13166
C 1.01225 2.41050 -0.62330
O 1.89658 3.05401 -1.14259
N 1.00811 1.06102 -0.69690
C 0.14427 -0.00167 -0.29139
C -1.02888 0.14913 0.40770
C -1.74014 -0.87691 0.98991
C -1.20233 -2.12369 0.75323
C -0.10833 -2.37639 -0.02120
C 0.64063 -1.24476 -0.50216
O 1.97134 -1.38323 -0.89721
H -1.07594 3.12053 -0.26301
H -0.06616 2.57600 1.12048
H 1.96978 0.80712 -0.94918
H -1.25072 1.24326 0.71956
H -2.69520 -0.74307 1.44023
H -1.81995 -3.02540 1.09485
H 0.11635 -3.41226 -0.21631
H 2.26082 -2.25664 -1.05440
*
```

Want to see where the charge sits? The natural (NBO) charges in e are:
1. N -0.920
2. C 0.785
3. O -0.580
4. N -0.618
5. C 0.064
6. C -0.202
7. C -0.240
8. C -0.197
9. C -0.277
10. C 0.300
11. O -0.694
12. H 0.407
13. H 0.378
14. H 0.432
15. H 0.210
16. H 0.226
17. H 0.210
18. H 0.223
19. H 0.493

***

[3]
Formula: C3H5INO2
Source: the OMol25 dataset
Level of theory: wB97M-V/def2-TZVPD

Values from the calculation:
**E_HOMO (alpha / beta)**: -0.0233 / -0.1494 Ha
**Energy**: -16875.6664 eV
**Frontier orbital gap (alpha / beta)**: 4.29 / 7.50 eV
**⟨S²⟩**: 2.01
**Lowest unoccupied orbital energy (alpha / beta)**: 3.66 / 3.44 eV

```
! RIJCOSX wB97M-V def2-TZVPD def2/J DEFGRID3
* xyz -1 3
C 0.63621 2.12916 0.10264
C -0.82515 -0.68996 0.64964
C -0.29224 -0.82926 -0.80509
N 0.89603 -0.03969 -0.95675
O 1.44237 2.13475 0.92788
O -0.21055 2.57382 -0.50821
I 2.36217 -1.07955 0.10402
H -0.02360 -1.25445 1.36330
H -0.91483 0.43182 0.99532
H -1.88158 -1.03233 0.68206
H -0.25491 -1.99349 -1.03844
H -0.93391 -0.35082 -1.51637
*
```

Want to see where the charge sits? The natural (NBO) charges in e are:
1. C 1.042
2. C -0.639
3. C -0.341
4. N -0.608
5. O -0.549
6. O -0.563
7. I -0.326
8. H 0.243
9. H 0.190
10. H 0.195
11. H 0.172
12. H 0.183

***

[4]
Formula: C10H18N2
Source: the OMol25 dataset
Level of theory: wB97M-V/def2-TZVPD

Values from the calculation:
**SMILES**: CC(C)(C)C(C)(C)n1ccnc1
**E_HOMO**: -0.3141 Ha
**Energy**: -13640.2505 eV
**Frontier orbital gap**: 9.23 eV
**Relative energy (zero: lowest compared OMol25 entry of this formula, charge and spin)**: 43.0 kcal per mole
**Lowest unoccupied orbital energy**: 0.68 eV

```
! RIJCOSX wB97M-V def2-TZVPD def2/J DEFGRID3
* xyz 0 1
C -2.44715 -0.47471 -0.39329
C -0.97000 -0.50294 0.12502
C -0.46545 -1.79319 -0.35270
C -1.02754 -0.77470 1.69929
C -0.19000 0.74515 -0.21495
C -0.42824 1.92380 0.68518
C -0.26462 1.30511 -1.71461
N 1.40494 0.31943 -0.13345
C 2.05428 0.09955 1.04743
C 3.31119 -0.36823 0.70594
N 3.38415 -0.48817 -0.67898
C 2.21535 -0.09700 -1.15476
H -2.75410 0.52188 -0.02964
H -2.35394 -0.34650 -1.53025
H -3.16764 -1.26975 -0.19208
H 0.40565 -2.09636 0.20217
H -1.13883 -2.64719 -0.40178
H 0.00989 -1.79626 -1.26210
H 0.04270 -0.63089 2.06113
H -1.67223 -0.11739 2.15809
H -1.28683 -1.84469 1.77047
H -0.23690 1.71781 1.69248
H 0.36037 2.71800 0.38230
H -1.49531 2.23761 0.33325
H 0.08103 0.54156 -2.42499
H 0.48451 2.10507 -1.86124
H -1.34343 1.68923 -1.77979
H 1.66004 0.36065 2.00501
H 3.97271 -0.80067 1.42698
H 1.85538 -0.23621 -2.17012
*
```

Want to see where the charge sits? The natural (NBO) charges in e are:
1. C -0.605
2. C -0.104
3. C -0.622
4. C -0.599
5. C 0.271
6. C -0.655
7. C -0.645
8. N -0.385
9. C -0.117
10. C -0.105
11. N -0.460
12. C 0.146
13. H 0.194
14. H 0.207
15. H 0.233
16. H 0.216
17. H 0.218
18. H 0.212
19. H 0.209
20. H 0.199
21. H 0.220
22. H 0.222
23. H 0.232
24. H 0.228
25. H 0.219
26. H 0.230
27. H 0.222
28. H 0.212
29. H 0.206
30. H 0.199

***

[5]
Formula: C2H6BrNO
Source: the OMol25 dataset
Level of theory: wB97M-V/def2-TZVPD

Values from the calculation:
**SMILES**: CN(C)OBr
**E_HOMO (alpha / beta)**: -0.3337 / -0.3444 Ha
**Energy**: -75747.9333 eV
**Frontier orbital gap (alpha / beta)**: 7.77 / 8.67 eV
**Relative energy (zero: lowest compared OMol25 entry of this formula, charge and spin)**: 54.1 kcal per mole
**Lowest unoccupied orbital energy (alpha / beta)**: -1.31 / -0.70 eV

```
! RIJCOSX wB97M-V def2-TZVPD def2/J DEFGRID3
* xyz 0 1
C -0.79415 0.63627 0.75210
N -0.46482 -0.25562 -0.27676
C 0.60669 0.16165 -1.20085
O -0.54470 -1.51071 -0.03714
Br 0.71792 -2.33765 1.67350
H -0.99908 1.63672 0.49430
H -1.36170 0.09077 1.46880
H 0.17695 0.82086 1.23829
H 0.18144 0.83636 -1.97707
H 1.39885 0.71894 -0.62511
H 1.08260 -0.79759 -1.51004
*
```

Want to see where the charge sits? The natural (NBO) charges in e are:
1. C -0.468
2. N 0.089
3. C -0.470
4. O -0.300
5. Br -0.227
6. H 0.228
7. H 0.250
8. H 0.214
9. H 0.224
10. H 0.207
11. H 0.252

***

[6]
Formula: C4H8N2OS
Source: the OMol25 dataset
Level of theory: wB97M-V/def2-TZVPD

Values from the calculation:
**SMILES**: O[C@]1(CS)C=NNC1
**E_HOMO**: -0.3390 Ha
**Energy**: -20137.5046 eV
**Frontier orbital gap**: 9.81 eV
**Relative energy (zero: lowest compared OMol25 entry of this formula, charge and spin)**: 76.8 kcal per mole
**Lowest unoccupied orbital energy**: 0.59 eV

```
! RIJCOSX wB97M-V def2-TZVPD def2/J DEFGRID3
* xyz 0 1
O 0.63630 -1.61954 -0.20965
C 0.09381 -0.21275 -0.16082
C -0.21492 0.31266 -1.47895
S 1.09925 -0.09025 -2.82360
C 1.07920 0.55505 0.64245
N 0.94387 0.21852 1.91476
N -0.29596 -0.43050 2.10742
C -1.06547 -0.16422 0.80686
H 0.57178 -2.09564 0.78944
H -0.24872 1.46462 -1.46634
H -1.28012 0.04682 -1.75194
H 0.81934 1.26624 -3.18836
H 1.99914 0.84702 0.22230
H -0.77236 -0.12342 2.91561
H -1.35859 0.92292 0.94285
H -2.00655 -0.89752 0.73798
*
```

Want to see where the charge sits? The natural (NBO) charges in e are:
1. O -0.743
2. C 0.110
3. C -0.482
4. S -0.042
5. C -0.030
6. N -0.197
7. N -0.468
8. C -0.266
9. H 0.500
10. H 0.232
11. H 0.224
12. H 0.135
13. H 0.216
14. H 0.374
15. H 0.202
16. H 0.235

***

[7]
Formula: CH5N3O
Source: the OMol25 dataset
Level of theory: wB97M-V/def2-TZVPD

Values from the calculation:
**E_HOMO (alpha / beta)**: -0.3103 / -0.2847 Ha
**Energy**: -7630.8941 eV
**Frontier orbital gap (alpha / beta)**: 9.35 / 8.26 eV
**Relative energy (zero: lowest compared OMol25 entry of this formula, charge and spin)**: 109.4 kcal per mole
**Lowest unoccupied orbital energy (alpha / beta)**: 0.91 / 0.52 eV

```
! RIJCOSX wB97M-V def2-TZVPD def2/J DEFGRID3
* xyz 0 1
C 0.12342 -0.99677 0.25699
N -0.93521 -0.22529 -0.41514
N 1.18291 -0.30234 -0.34952
N -1.09669 0.99520 -0.06864
O 1.19158 0.97239 0.21033
H -0.00834 -0.86250 1.34028
H 0.08078 -2.04041 -0.03704
H -0.94613 -0.32889 -1.43032
H -1.01691 1.13051 0.93976
H 1.42459 1.65810 -0.44670
*
```

Want to see where the charge sits? The natural (NBO) charges in e are:
1. C -0.142
2. N -0.274
3. N -0.214
4. N -0.398
5. O -0.557
6. H 0.174
7. H 0.214
8. H 0.384
9. H 0.322
10. H 0.491

***

[8]
Formula: C9H11Cl2NO4VYb
Source: the OMol25 dataset
Level of theory: wB97M-V/def2-TZVPD

Values from the calculation:
**E_HOMO (alpha / beta)**: -0.7637 / -0.7647 Ha
**Energy**: -101407.6549 eV
**Frontier orbital gap (alpha / beta)**: 4.50 / 4.12 eV
**Relative energy (zero: lowest compared OMol25 entry of this formula, charge and spin)**: 6.3 kcal per mole
**⟨S²⟩**: 3.80
**Lowest unoccupied orbital energy (alpha / beta)**: -16.28 / -16.69 eV

```
! RIJCOSX wB97M-V def2-TZVPD def2/J DEFGRID3
* xyz 4 4
Yb 0.09765 -0.52932 -7.50730
V 0.79902 -1.43704 -1.07890
Cl -0.91635 1.61896 -7.41889
Cl 1.43449 -2.70557 -2.78717
C -0.49017 -2.48331 -0.26288
C -0.45728 -0.12787 -9.96708
C 0.29419 -2.20535 -9.38179
O -1.34625 -3.12682 0.21516
O -0.68149 -0.10901 -11.10583
O 0.37805 -2.92469 -10.29280
O 0.38316 0.03499 0.16883
C 0.24465 0.14809 1.43766
C 1.37834 0.56576 2.35719
C 1.11923 1.84292 3.15606
C 0.36075 1.56393 4.44924
C -1.05956 1.07602 4.17958
C -1.10257 -0.28580 3.48870
N -0.93509 -0.13040 2.01780
H 1.63232 -0.26478 3.03856
H 2.23451 0.70790 1.69057
H 2.09261 2.30390 3.36862
H 0.55826 2.54854 2.52909
H 0.90052 0.81548 5.04387
H 0.31195 2.48524 5.03537
H -1.62968 1.00148 5.11229
H -1.59171 1.81327 3.56666
H -0.28246 -0.91846 3.87194
H -2.05293 -0.80842 3.67993
H -1.67415 -0.46963 1.39551
*
```

Want to see where the charge sits? The natural (NBO) charges in e are:
1. Yb 2.195
2. V 1.503
3. Cl -0.445
4. Cl -0.269
5. C 0.465
6. C 0.379
7. C 0.312
8. O -0.183
9. O -0.235
10. O -0.207
11. O -0.692
12. C 0.714
13. C -0.512
14. C -0.394
15. C -0.408
16. C -0.424
17. C -0.243
18. N -0.468
19. H 0.278
20. H 0.251
21. H 0.269
22. H 0.220
23. H 0.218
24. H 0.266
25. H 0.272
26. H 0.224
27. H 0.230
28. H 0.264
29. H 0.418

***

> Which value of energy does entry 8 give?

-101407.6549 eV

***

> energy of number 4 (C10H18N2)?

-13640.2505 eV